1.
An isolated molecule of C6H10N2 in a non-equilibrium geometry, computed with wB97M-V/def2-TZVPD.

Computed properties:
Charge: 0
Electronic energy: -9357.994 eV
HOMO-LUMO gap: 8.17 eV

Cartesian coordinates (Å):
1 C -1.27 0.35 0.25
2 C -0.39 0.68 -1.05
3 C -0.88 -1.53 -1.27
4 C -1.69 1.63 1.15
5 C -0.89 1.62 2.40
6 C 1.41 -1.01 -1.11
7 N -1.67 -0.86 0.10
8 N 0.14 -0.53 -1.51
9 H -1.03 1.02 -1.82
10 H 0.43 1.34 -0.93
11 H -0.39 -2.54 -1.03
12 H -1.74 -1.51 -1.93
13 H -1.25 2.42 3.00
14 H 0.12 1.76 1.96
15 H -1.14 0.69 2.83
16 H 1.38 -1.92 -0.62
17 H 2.15 -1.06 -1.97
18 H 1.77 -0.16 -0.41

---

2.
An isolated molecule of C6H10N2 in a non-equilibrium geometry, computed with wB97M-V/def2-TZVPD.

Computed properties:
Charge: 0
Electronic energy: -9361.482 eV
Structure (SMILES): CC1=CCNC(C)=N1
HOMO-LUMO gap: 7.00 eV

Cartesian coordinates (Å):
1 C 0.73 -0.62 1.56
2 C -1.93 1.46 0.35
3 C 1.18 -0.76 -2.25
4 N 0.06 0.69 1.60
5 C -0.59 0.82 0.40
6 C 0.62 -0.36 -0.93
7 C 0.42 -1.20 0.18
8 N 0.18 0.89 -0.74
9 H -0.49 0.87 2.43
10 H 1.80 -0.53 1.77
11 H 0.28 -1.27 2.33
12 H 0.58 -2.27 0.09
13 H -2.64 0.97 1.02
14 H -2.32 1.43 -0.67
15 H -1.84 2.51 0.64
16 H 2.09 -1.35 -2.12
17 H 0.46 -1.38 -2.79
18 H 1.41 0.11 -2.87

---

Which energy above the lowest of the compared OMol25 structures with the same formula, charge and spin belongs to each record? In order, 148.6 68.2 kcal/mol.
Which HOMO energy belongs to each record? In order, -0.317 -0.248 Eh.